The following is a DFT calculation (the ωB97M-V functional and the def2-TZVPD basis) of a structure of composition C35H30HfN6O6Te.

XYZ file:
```
79
Properties=species:S:1:pos:R:3:forces:R:3:lowdin_charge:R:1
Hf -0.13260 -0.13741 0.19012 0.298 0.241 -0.252 1.827
O 3.69163 0.65401 2.03903 0.004 -0.005 0.004 0.127
C 2.85518 0.47624 1.19115 0.008 0.003 -0.016 -0.405
N 1.75430 -0.39250 1.33075 -0.014 0.007 0.105 0.017
C 2.01016 -1.54979 2.01350 0.028 -0.030 -0.037 -0.453
O 3.08099 -2.02699 2.32320 -0.012 0.009 0.018 0.095
C 0.75781 -2.31665 2.36167 -0.020 0.015 0.020 -0.180
C 0.84499 -3.42643 3.18311 -0.013 -0.009 0.008 0.020
C -0.31902 -4.08831 3.52918 0.011 -0.003 0.000 -0.032
C -1.52675 -3.60784 3.04714 -0.004 0.015 -0.008 -0.031
C -1.52450 -2.49498 2.22680 -0.006 -0.016 0.007 -0.087
N -0.40082 -1.86322 1.87173 0.051 0.006 0.017 0.022
C 2.94237 1.17308 -0.12749 0.001 0.020 0.013 -0.184
C 4.10691 1.67260 -0.57179 -0.009 0.000 -0.008 -0.004
C 4.21943 2.12507 -1.94311 0.012 -0.002 -0.008 -0.100
C 3.10157 2.37251 -2.63782 0.007 0.000 0.010 -0.135
C 1.80018 2.28093 -1.92600 -0.039 0.072 0.029 -0.472
N 1.77490 1.21112 -0.93323 -0.068 -0.171 0.029 -0.198
H 1.82384 -3.72447 3.52957 0.000 -0.002 0.000 0.125
H -0.28921 -4.95661 4.17425 0.001 0.002 0.002 0.115
H -2.46661 -4.07460 3.30526 0.001 -0.001 0.001 0.112
H -2.45136 -2.08740 1.85799 0.006 -0.013 -0.002 0.102
H 4.96027 1.65108 0.09168 -0.001 -0.001 0.003 0.126
H 5.19959 2.23949 -2.38665 0.000 0.000 0.000 0.110
H 3.11767 2.69149 -3.67232 -0.007 -0.001 0.002 0.115
H 0.93903 2.15012 -2.57484 0.018 -0.025 -0.011 0.094
O -4.37475 0.16034 1.23816 -0.006 -0.058 0.050 0.089
C -3.30767 -0.17431 0.76765 0.013 0.191 -0.144 -0.599
O -2.12314 0.16474 1.14279 -0.088 -0.131 0.088 -0.162
C -3.25438 -1.17674 -0.37277 0.008 -0.051 0.046 -0.166
C -4.23351 -2.12041 -0.65455 0.009 -0.003 0.000 0.029
C -3.89661 -3.23183 -1.42173 -0.010 -0.003 0.000 0.023
C -2.61761 -3.32763 -1.97247 0.013 -0.006 -0.002 -0.130
C -1.95576 -4.55111 -2.47787 -0.008 -0.001 0.004 -0.016
C -0.64216 -4.62939 -2.73351 -0.006 -0.001 0.003 -0.025
C 0.27754 -3.43578 -2.77898 -0.001 0.004 -0.002 -0.150
C -0.39641 -2.22159 -2.17190 0.002 0.004 -0.002 -0.228
C -1.80945 -2.22304 -1.79747 -0.004 0.014 0.000 -0.181
N -2.06262 -1.22882 -0.95882 -0.063 -0.024 -0.039 0.114
H -5.19807 -2.02428 -0.17620 -0.002 0.000 -0.001 0.126
H -4.60227 -4.04725 -1.52996 0.002 -0.002 -0.003 0.121
H -2.56388 -5.44598 -2.54496 -0.003 0.001 0.000 0.111
H -0.22953 -5.59154 -3.01594 0.007 0.003 -0.001 0.110
H 0.66849 -3.31098 -3.78912 -0.001 -0.002 -0.001 0.148
H -0.10121 -1.27716 -2.62262 -0.003 -0.005 0.000 0.143
N 0.32435 -2.39948 -0.86318 -0.034 -0.066 -0.015 0.001
C 1.36296 -3.15761 -1.66008 -0.012 0.002 0.011 -0.213
C 2.40684 -2.18711 -2.09285 0.017 0.012 -0.010 -0.064
C 2.34757 -0.85041 -1.93985 -0.001 -0.004 -0.010 -0.143
N 1.33340 -0.06857 -1.41645 -0.018 -0.084 0.010 -0.152
H -0.20800 -3.10566 -0.35332 0.005 -0.010 -0.009 0.120
H 1.77403 -4.01991 -1.13316 0.002 -0.001 -0.001 0.147
H 3.28849 -2.59270 -2.57146 -0.003 -0.007 0.002 0.100
H 3.21116 -0.29020 -2.28276 0.002 0.003 0.000 0.112
O -0.15284 1.88065 1.10599 0.012 0.131 0.098 -0.136
C -0.84480 2.33372 0.15373 -0.008 -0.059 0.034 -0.556
O -1.03991 1.60604 -0.86659 -0.061 0.054 -0.037 -0.151
H -1.29185 3.32635 0.21675 -0.027 -0.009 0.002 0.121
C 1.15773 6.89086 -6.79861 0.002 0.005 -0.014 -0.050
C 1.25689 6.27238 -5.43161 0.005 0.003 0.010 -0.267
C 2.43858 6.30425 -4.71412 -0.005 -0.007 -0.004 -0.023
C 2.54635 5.75851 -3.43359 0.007 -0.004 -0.003 -0.310
C 3.89797 5.85527 -2.77179 0.013 0.006 0.008 -0.084
C 1.41909 5.16037 -2.85903 0.015 0.009 -0.040 -0.428
Te 1.51224 4.24396 -0.94921 0.009 -0.011 0.025 1.450
C 0.20319 5.12391 -3.56851 -0.004 -0.004 0.023 -0.303
C -1.05109 4.51354 -2.99842 -0.012 -0.005 -0.003 -0.084
C 0.14862 5.67465 -4.84067 -0.003 0.005 -0.007 -0.019
H 2.13786 6.97551 -7.26698 0.001 0.000 0.004 0.075
H 0.73154 7.89461 -6.73801 -0.002 -0.001 0.005 0.084
H 0.51433 6.30188 -7.45263 0.001 -0.002 0.002 0.077
H 3.31682 6.76409 -5.15648 -0.002 0.001 -0.002 0.120
H 4.21228 6.89913 -2.71574 0.001 0.000 0.001 0.083
H 4.64605 5.32249 -3.36279 -0.004 0.003 -0.006 0.083
H 3.90733 5.43973 -1.76864 -0.013 -0.003 -0.002 0.012
H -0.91845 3.46471 -2.72802 -0.005 0.000 0.006 0.048
H -1.86421 4.57686 -3.72111 0.005 0.002 -0.002 0.077
H -1.36141 5.03288 -2.09013 0.007 0.004 0.002 0.073
H -0.78826 5.63983 -5.38664 0.000 -0.001 -0.001 0.116
```
Positions in Å, forces in eV/Å.

* energy above the lowest of the compared OMol25 structures with the same formula, charge and spin: 456.10 kJ/mol
* F_max: 0.46 eV/Å
* orbital gap: 7.1 eV



The following is a DFT calculation (the ωB97M-V functional and the def2-TZVPD basis) of a cluster of 3 separate species, C36H72N3O9P in total.

XYZ file:
```
121
Properties=species:S:1:pos:R:3:forces:R:3:lowdin_charge:R:1
C 4.09559 -4.07441 1.23706 0.170 0.058 0.004 -0.104
O 2.77764 -3.75514 1.63597 -0.103 0.009 -0.014 -0.219
C 1.88133 -3.51026 0.56310 0.231 -0.152 -0.110 -0.226
C 1.52606 -4.78626 -0.22258 -0.049 0.082 0.277 -0.169
C 0.02410 -5.00123 -0.47236 0.196 -0.250 -0.287 -0.188
C -0.46777 -4.53220 -1.85936 -0.180 0.340 0.177 -0.184
C -1.53647 -3.41940 -1.82011 0.119 -0.013 0.092 -0.212
C -0.98989 -2.06047 -2.25422 -0.009 -0.182 0.021 -0.201
C -2.01393 -0.91809 -2.18368 0.196 0.111 -0.117 -0.174
C -1.56251 0.28899 -1.33781 -0.075 0.080 -0.180 -0.136
C -2.64843 1.00197 -0.58636 -0.138 -0.108 0.145 -0.114
C -3.50584 0.49441 0.30879 0.335 0.037 -0.356 -0.199
P -3.47167 -1.18242 0.94019 -0.087 -0.132 0.667 0.737
O -3.73486 -1.29294 2.39239 -0.026 0.060 -0.130 -0.416
C -4.54349 1.40805 0.88193 -0.072 0.098 -0.053 -0.344
O -5.68018 1.03497 1.01497 -0.057 -0.086 0.078 0.135
C -4.06289 2.79646 1.17219 0.225 0.203 0.035 -0.057
C -4.51258 3.54075 2.41200 -0.193 -0.128 0.171 -0.208
N -5.39234 2.77430 3.28446 0.076 0.078 -0.103 0.015
C -3.20168 3.31995 0.28517 -0.245 -0.085 0.249 -0.105
C -2.58500 4.68695 0.32106 0.007 -0.084 -0.026 -0.112
C -1.04684 4.63779 0.18962 0.111 0.220 0.181 -0.177
C -0.27890 4.91434 1.49708 0.134 -0.270 -0.156 -0.200
C 1.02130 5.68335 1.26363 -0.117 -0.124 -0.104 -0.209
C 2.01889 4.90731 0.39364 0.388 0.012 -0.068 -0.205
C 3.13030 4.24057 1.20784 -0.168 -0.024 -0.131 -0.182
C 3.98990 3.29718 0.38975 0.148 0.066 -0.100 -0.248
O 4.91830 4.05196 -0.37129 -0.087 0.135 -0.029 -0.193
C 6.00368 3.30289 -0.87495 -0.128 -0.014 -0.085 -0.113
C -2.81333 2.46988 -0.86840 0.037 0.015 -0.274 -0.290
O -2.60193 2.92056 -1.97560 0.099 0.003 0.224 0.131
H 4.78856 -3.30403 1.58616 -0.046 0.035 0.013 0.086
H 4.39976 -5.02484 1.67815 -0.048 -0.038 -0.023 0.088
H 4.19462 -4.14631 0.15181 -0.040 -0.045 -0.023 0.085
H 0.98967 -3.08624 1.02452 -0.044 0.063 0.010 0.108
H 2.32859 -2.76412 -0.10462 -0.143 0.139 0.013 0.119
H 1.91978 -5.62295 0.35746 -0.008 -0.004 0.038 0.114
H 2.05670 -4.78542 -1.17505 0.028 -0.137 -0.056 0.104
H -0.55563 -4.51501 0.31409 0.002 0.020 0.081 0.091
H -0.17433 -6.06980 -0.37413 -0.076 0.017 0.023 0.106
H 0.39400 -4.15361 -2.41233 0.000 -0.050 -0.158 0.099
H -0.85840 -5.37546 -2.42700 0.068 -0.081 0.014 0.104
H -2.39158 -3.68683 -2.44309 -0.047 0.043 -0.040 0.113
H -1.91033 -3.32368 -0.79705 -0.132 -0.086 -0.041 0.074
H -0.61890 -2.15840 -3.27640 0.112 0.048 0.008 0.111
H -0.12106 -1.83305 -1.62827 0.039 0.076 -0.032 0.107
H -2.16616 -0.54804 -3.19731 -0.239 -0.006 -0.026 0.101
H -2.98561 -1.28763 -1.84970 0.008 -0.077 0.089 0.091
H -0.77899 0.00151 -0.62957 -0.092 -0.120 0.097 0.125
H -1.10841 1.01180 -2.01395 0.134 -0.022 0.083 0.086
H -4.33060 -1.93897 0.12389 0.078 -0.020 -0.134 0.029
H -2.17914 -1.59449 0.57227 -0.029 -0.070 -0.221 0.018
H -5.04943 4.44105 2.10997 0.010 0.044 -0.028 0.128
H -3.59850 3.86576 2.92478 0.048 0.137 -0.070 0.118
H -4.88437 2.07741 3.81367 -0.027 -0.062 -0.022 0.081
H -5.85788 3.38640 3.93827 0.021 -0.001 0.045 0.070
H -2.86380 5.18887 1.24662 -0.027 0.063 -0.037 0.100
H -2.99838 5.27482 -0.50052 -0.040 -0.035 -0.035 0.128
H -0.72778 5.35947 -0.56528 -0.040 0.040 -0.006 0.119
H -0.73724 3.66321 -0.18636 -0.010 0.005 -0.148 0.095
H -0.91632 5.45153 2.19982 0.013 0.073 0.055 0.104
H -0.01771 3.95606 1.95772 -0.147 0.016 0.184 0.115
H 1.49139 5.89338 2.22695 -0.015 0.137 0.016 0.108
H 0.77895 6.64210 0.79935 0.022 0.037 0.037 0.109
H 2.49015 5.56751 -0.33734 -0.026 0.008 -0.013 0.117
H 1.51947 4.12774 -0.18731 -0.153 0.042 -0.016 0.095
H 2.69444 3.67931 2.03965 -0.023 0.013 0.024 0.117
H 3.77868 5.01388 1.62256 0.032 -0.044 0.169 0.121
H 3.36047 2.71986 -0.30076 -0.027 -0.159 0.057 0.118
H 4.51678 2.58906 1.03842 0.060 0.031 0.051 0.120
H 6.28402 3.70398 -1.84868 0.007 0.085 0.034 0.084
H 6.86206 3.37579 -0.20319 0.042 -0.105 0.052 0.086
H 5.73779 2.25135 -1.01482 0.009 -0.036 0.029 0.083
C -2.13755 -5.05942 4.91493 0.003 -0.030 0.021 -0.113
O -0.74212 -5.24701 4.79382 -0.030 0.071 0.038 -0.193
C -0.13768 -4.49147 3.75078 0.059 -0.089 -0.103 -0.217
C 0.80250 -3.44546 4.30191 -0.087 0.111 0.112 -0.212
N 0.07134 -2.40582 5.01386 0.081 -0.109 0.077 -0.043
C 0.91158 -1.45799 5.73434 -0.133 0.039 -0.075 -0.203
C 1.75899 -1.98279 6.88730 0.124 0.073 0.006 -0.230
O 1.00800 -2.42988 7.99931 -0.042 -0.041 -0.004 -0.180
C 0.58738 -3.77958 7.95259 -0.023 0.046 0.091 -0.102
H -2.49418 -5.76594 5.66256 0.017 -0.006 0.007 0.086
H -2.39364 -4.04457 5.23793 -0.010 0.011 -0.065 0.084
H -2.64953 -5.26155 3.96890 -0.023 0.016 -0.004 0.087
H -0.90644 -4.02219 3.12762 -0.014 0.054 0.026 0.116
H 0.43656 -5.18279 3.12614 -0.016 -0.006 -0.007 0.120
H 1.34333 -2.99474 3.46657 0.075 0.006 0.050 0.102
H 1.54022 -3.95874 4.93519 0.041 -0.040 -0.075 0.112
H -0.56889 -2.83903 5.66689 -0.043 0.015 -0.011 0.076
H 0.25998 -0.67609 6.13241 0.015 0.014 0.004 0.118
H 1.58020 -0.97736 5.01206 0.029 -0.008 -0.009 0.116
H 2.36782 -1.15127 7.25248 0.001 -0.010 0.014 0.119
H 2.45326 -2.76810 6.56384 -0.050 -0.030 -0.034 0.110
H 1.30387 -4.40533 7.41355 -0.004 -0.015 -0.028 0.088
H -0.39623 -3.89001 7.48723 0.032 -0.038 -0.057 0.074
H 0.51524 -4.13589 8.98031 0.010 0.010 0.000 0.086
C 0.87692 2.58364 -3.51667 -0.024 -0.031 0.077 -0.102
O 0.03523 1.52620 -3.93351 0.087 0.056 -0.108 -0.217
C -1.14400 1.95026 -4.61658 -0.067 -0.045 -0.037 -0.221
C -1.12626 1.49112 -6.05613 0.183 -0.027 -0.044 -0.210
N -0.09171 2.17570 -6.81798 0.015 -0.120 0.060 -0.048
C 0.12313 1.65565 -8.16339 0.013 0.133 0.030 -0.202
C 0.62927 0.22511 -8.30350 -0.058 -0.057 -0.115 -0.229
O 1.94424 0.02804 -7.82025 0.017 0.017 0.068 -0.178
C 2.05313 -0.28076 -6.44506 0.094 -0.010 -0.060 -0.103
H 1.67449 2.14636 -2.91636 -0.004 -0.017 -0.011 0.086
H 1.32661 3.11302 -4.36341 -0.039 0.030 -0.002 0.086
H 0.32821 3.30599 -2.90328 0.002 0.025 0.003 0.082
H -1.25519 3.03434 -4.54995 0.025 0.030 -0.039 0.127
H -1.99859 1.50333 -4.10785 -0.058 0.035 0.032 0.098
H -2.09983 1.70874 -6.50507 -0.007 -0.009 -0.023 0.127
H -0.99758 0.39799 -6.05414 -0.087 -0.007 0.016 0.106
H 0.77893 2.12520 -6.30464 0.016 0.027 0.007 0.076
H 0.84318 2.31135 -8.65863 -0.010 -0.006 -0.018 0.119
H -0.81703 1.74122 -8.71790 -0.018 -0.014 -0.001 0.118
H 0.66378 -0.00781 -9.37080 0.013 -0.012 0.007 0.121
H -0.05129 -0.50064 -7.84123 -0.005 0.037 0.051 0.109
H 1.18630 -0.84600 -6.09036 -0.020 0.009 0.023 0.084
H 2.16595 0.61494 -5.82699 -0.069 -0.015 0.033 0.073
H 2.94614 -0.89271 -6.31629 -0.005 -0.003 -0.013 0.087
```
Positions in Å, forces in eV/Å.

* energy above the lowest of the compared OMol25 structures with the same formula, charge and spin: 0.00 kJ/mol
* SMILES string: COCCCCCCCCC1=C([PH2]=O)C(=O)C(CN)=C(CCCCCCCOC)C1=O.COCCNCCOC.COCCNCCOC
* F_max: 0.69 eV/Å
* orbital gap: 7.4 eV



The following is a DFT calculation (the ωB97M-V functional and the def2-TZVPD basis) of an isolated molecule of C5H11IN2S.

XYZ file:
```
20
Properties=species:S:1:pos:R:3:forces:R:3:lowdin_charge:R:1
C -0.84252 -0.93131 0.91703 -0.973 2.381 0.551 -0.273
C 0.31852 -1.40252 2.92452 0.221 1.896 -0.999 -0.035
C 0.11878 -0.86245 -0.27928 -1.686 0.335 -0.165 -0.455
C -0.72768 -1.51518 -1.40436 1.556 1.607 -2.634 -0.086
C 1.09168 2.99199 -0.63583 -3.883 2.770 -2.970 -0.321
N 0.62397 0.46729 -0.64153 0.168 0.026 0.454 -0.367
N -0.04261 -0.57174 2.03961 -0.579 0.040 0.991 -0.053
S -0.20047 1.73505 -0.95793 0.929 -0.776 0.205 0.530
I -0.40862 2.06018 -3.54653 -0.017 0.086 0.040 0.191
H -1.80401 -0.23189 0.92551 2.127 -1.074 -0.516 0.159
H -1.23560 -1.91179 0.95922 -0.380 -1.463 0.146 0.085
H 0.16639 -2.45773 2.95834 -0.468 -0.863 -0.053 0.070
H 0.92169 -0.88459 3.62874 0.691 -0.453 1.226 0.056
H 1.01604 -1.37998 0.15968 -0.720 -0.025 -1.340 0.145
H -1.66639 -0.92129 -1.61015 0.830 -0.628 0.667 0.087
H -0.94821 -2.55065 -1.23228 -0.146 -0.442 0.147 0.060
H -0.16678 -1.40626 -2.41003 -0.732 -0.467 1.491 0.092
H 2.03384 2.65292 -0.82708 2.369 -1.209 -0.744 0.006
H 0.94252 3.17451 0.38630 -0.078 0.606 1.418 0.012
H 0.80946 3.94544 -1.35394 0.772 -2.347 2.084 0.095
```
Positions in Å, forces in eV/Å.

* energy above the lowest of the compared OMol25 structures with the same formula, charge and spin: 61.50 kJ/mol
* F_max: 5.62 eV/Å
* orbital gap (alpha / beta): 7.8 / 7.8 eV



The following is a DFT calculation (the ωB97M-V functional and the def2-TZVPD basis) of a cluster of 2 separate species, C2H7OPS in total.

XYZ file:
```
12
Properties=species:S:1:pos:R:3:forces:R:3:lowdin_charge:R:1
O -1.50219 -1.18895 -0.42662 2.796 -3.801 -3.995 -0.512
P -2.05914 -0.24976 0.46435 -2.521 2.041 1.295 0.492
H -1.96367 -0.71852 1.73619 -0.043 0.634 1.472 -0.058
H -1.51538 1.04410 0.24292 -0.915 0.080 0.702 -0.027
H -3.46293 -0.34058 0.24383 -0.019 1.047 0.356 -0.020
C 1.42092 0.16642 -1.04706 -1.416 -0.514 1.140 -0.139
C 1.69123 0.27632 0.42316 -1.092 -0.239 -0.519 -0.676
S 0.65254 0.23126 1.64648 0.123 -0.005 0.208 0.706
H 1.93417 -0.74807 -1.44376 -0.604 0.716 0.236 0.100
H 0.27728 0.07004 -1.02654 1.734 0.056 -1.221 0.049
H 1.85824 1.05211 -1.53450 -0.443 -0.280 -0.063 0.082
H 2.66894 0.40564 0.72155 2.400 0.264 0.389 0.002
```
Positions in Å, forces in eV/Å.

* energy above the lowest of the compared OMol25 structures with the same formula, charge and spin: 306.63 kJ/mol
* SMILES string: O=[PH3].CC=S
* F_max: 6.18 eV/Å
* orbital gap: 8.7 eV